(1)
Below is a gas-phase ion, C9H5NO4 (charge -2) in a non-equilibrium geometry, with properties calculated with ωB97M-V/def2-TZVPD.

Last columns: bonded neighbours and bond lengths (Å).
Cartesian coordinates (Å):
1 C -3.1625 -0.9221 0.0447  C2 1.388, C3 1.401, H15 1.043
2 C -2.2319 -1.5853 0.8326  C1 1.388, C4 1.423, H16 1.098
3 C -2.5480 0.2386 -0.4446  C1 1.401, N10 1.401, H17 1.054
4 C -0.9432 -0.9902 0.7330  C2 1.423, N10 1.416
5 C 0.9870 1.2621 -0.0614  C6 1.362, C9 1.422, H18 1.119
6 C -0.3720 1.2006 -0.1194  C5 1.362, N10 1.331, H19 1.034
7 C 3.4113 0.7801 0.1289  C9 1.511, O11 1.251, O13 1.249
8 C 1.7952 -1.1561 -0.3936  C9 1.473, O12 1.324, O14 1.219
9 C 2.0085 0.2740 -0.1113  C5 1.422, C7 1.511, C8 1.473
10 N -1.2112 0.1706 -0.0327  C3 1.401, C4 1.416, C6 1.331
11 O 4.3059 0.7299 -0.7443  C7 1.251
12 O 1.4277 -0.8370 -1.6249  C8 1.324
13 O 3.4248 1.2083 1.3027  C7 1.249
14 O 2.0669 -2.1801 0.2092  C8 1.219
15 H -4.1179 -1.3333 -0.0377  C1 1.043
16 H -2.3449 -2.4743 1.4677  C2 1.098
17 H -2.9481 1.1499 -0.7904  C3 1.054
18 H 1.2629 2.3461 -0.0522  C5 1.119
19 H -0.8107 2.1184 -0.3065  C6 1.034

The gap between HOMO and LUMO comes out at 6.513 eV. Its relative energy (zero: lowest compared OMol25 entry of this formula, charge and spin) is 2.287 eV. Its lowest unoccupied orbital energy is 6.126 eV. As for the net charge: -2.

=====

(2)
Below is 2 unconnected molecules or ions with the total composition C2H5O2 in a non-equilibrium geometry, with properties calculated with ωB97M-V/def2-TZVPD.

Last columns: bonded neighbours and bond lengths (Å).
Cartesian coordinates (Å):
1 O 0.0763 1.6844 0.4860  C2 1.233
2 C -0.6767 1.2509 1.3605  O1 1.233, H3 1.110, H4 1.089
3 H -1.0863 1.9156 2.1499  C2 1.110
4 H -0.9479 0.1969 1.3977  C2 1.089
5 C 0.5417 -0.9988 -1.0888  O6 1.369, H7 1.123, H8 1.119, H9 1.134
6 O -0.4575 -1.0018 -0.1531  C5 1.369
7 H 1.2015 -0.0899 -1.0719  C5 1.123
8 H 1.2216 -1.8752 -0.9396  C5 1.119
9 H 0.1272 -1.0819 -2.1407  C5 1.134

The gap between HOMO and LUMO comes out at 6.190 eV. Its relative energy (zero: lowest compared OMol25 entry of this formula, charge and spin) is 3.040 eV. Its lowest unoccupied orbital energy is 4.337 eV. As for the net charge: -1.

=====

(3)
Below is C4H7FO2 in the gas phase in a non-equilibrium geometry, with properties calculated with ωB97M-V/def2-TZVPD.

Last columns: bonded neighbours and bond lengths (Å).
Cartesian coordinates (Å):
1 O -1.9547 -0.4144 -0.5900  C2 1.402, H8 1.160
2 C -1.1813 -0.2578 0.5689  O1 1.402, C3 1.605, H9 1.111, H10 1.149
3 C 0.1741 0.4083 0.0262  C2 1.605, O4 1.381, C5 1.444, C6 1.462
4 O 0.0283 1.6627 -0.5335  C3 1.381, H11 1.005
5 C 1.5286 0.1455 0.4510  C3 1.444, C6 1.429, H12 1.144, H13 1.155
6 C 1.0817 -0.3899 -0.7960  C3 1.462, C5 1.429, F7 1.413, H14 0.929
7 F 0.7821 -1.7345 -0.4821  C6 1.413
8 H -2.6594 -1.2671 -0.2394  O1 1.160
9 H -1.5528 0.5197 1.2696  C2 1.111
10 H -1.0140 -1.0794 1.3548  C2 1.149
11 H -0.5300 1.6779 -1.3692  O4 1.005
12 H 1.9230 1.2183 0.4858  C5 1.144
13 H 1.8487 -0.4532 1.3851  C5 1.155
14 H 1.5259 -0.0361 -1.5310  C6 0.929

The gap between HOMO and LUMO comes out at 10.326 eV. Its relative energy (zero: lowest compared OMol25 entry of this formula, charge and spin) is 4.462 eV. Its lowest unoccupied orbital energy is 0.580 eV. Its structure (SMILES) is OC[C@@]1(O)C[C@H]1F.

=====

(4)
Below is 2 unconnected molecules or ions with the total composition C9H14 in a non-equilibrium geometry, with properties calculated with ωB97M-V/def2-TZVPD.

Last columns: bonded neighbours and bond lengths (Å).
Cartesian coordinates (Å):
1 C 3.5523 1.1302 0.6797  C2 1.499, H8 1.134, H9 1.115, H10 1.105
2 C 2.1772 0.9070 0.1250  C1 1.499, C3 1.407, C7 1.410
3 C 1.2464 0.1334 0.8420  C2 1.407, C4 1.396, H11 1.079
4 C -0.0285 -0.0768 0.3136  C3 1.396, C5 1.396, H12 1.083
5 C -0.3845 0.4517 -0.9278  C4 1.396, C6 1.392, H13 1.014
6 C 0.5394 1.2148 -1.6366  C5 1.392, C7 1.390, H14 1.072
7 C 1.8104 1.4466 -1.1247  C2 1.410, C6 1.390, H15 1.025
8 H 3.5352 1.0293 1.8092  C1 1.134
9 H 3.8339 2.1894 0.4761  C1 1.115
10 H 4.2931 0.4444 0.2295  C1 1.105
11 H 1.5513 -0.1905 1.8248  C3 1.079
12 H -0.7079 -0.6613 0.9222  C4 1.083
13 H -1.3094 0.2619 -1.2981  C5 1.014
14 H 0.2578 1.6197 -2.5886  C6 1.072
15 H 2.4552 2.0415 -1.6551  C7 1.025
16 C -3.5354 -1.6031 0.0808  C17 1.506, H18 1.066, H19 1.068, H20 1.125
17 C -3.9391 -2.6290 1.1070  C16 1.506, H21 1.076, H22 1.104, H23 1.066
18 H -2.6272 -1.1161 0.3524  C16 1.066
19 H -3.3815 -2.0307 -0.8854  C16 1.068
20 H -4.3576 -0.8403 -0.0068  C16 1.125
21 H -4.9161 -2.9661 0.8080  C17 1.076
22 H -3.9887 -2.1737 2.1117  C17 1.104
23 H -3.2672 -3.4560 1.1462  C17 1.066

The gap between HOMO and LUMO comes out at 9.983 eV. Its relative energy (zero: lowest compared OMol25 entry of this formula, charge and spin) is 0.462 eV. Its lowest unoccupied orbital energy is 1.009 eV. Its structure (SMILES) is Cc1ccccc1.CC.